[1]
C5H8 | ωB97M-V/def2-TZVPD

gap between HOMO and LUMO	11.0	eV
structure (SMILES)	C=CC.C#C
LUMO level	1.141	eV
largest force on an atom	2.49	eV/Å

Structure (XYZ):
```
13
C5H8, DFT ωB97M-V/def2-TZVPD
C -0.566 -1.588 0.433
C -1.248 -0.594 -0.129
C -0.898 0.240 -1.293
H 0.423 -2.021 0.084
H -0.949 -1.996 1.319
H -2.179 -0.208 0.158
H 0.042 -0.147 -1.512
H -1.670 -0.057 -2.097
H -0.791 1.319 -1.081
C 2.477 1.550 1.244
C 1.565 0.808 0.978
H 3.158 2.318 1.248
H 0.634 0.375 0.648
```

[2]
C5H8 | ωB97M-V/def2-TZVPD

gap between HOMO and LUMO (alpha / beta)	8.1 / 8.1	eV
LUMO level (alpha / beta)	0.689 / 0.691	eV
largest force on an atom	0.24	eV/Å

Structure (XYZ):
```
13
C5H8, DFT ωB97M-V/def2-TZVPD
C 0.312 0.834 1.129
C 0.990 -1.326 -0.111
C 0.084 -0.936 -1.083
C -0.888 0.052 -0.932
C -0.695 1.030 0.075
H 0.800 1.722 1.530
H 0.265 -0.006 1.799
H 1.904 -1.827 -0.423
H 0.684 -1.561 0.897
H 0.242 -1.292 -2.103
H -1.590 0.262 -1.734
H -0.919 2.061 -0.209
H -1.188 0.986 1.165
```

[3]
C5H8 | ωB97M-V/def2-TZVPD

gap between HOMO and LUMO	10.0	eV
structure (SMILES)	C1=CCCC1
LUMO level	1.232	eV
largest force on an atom	7.73	eV/Å

Structure (XYZ):
```
13
C5H8, DFT ωB97M-V/def2-TZVPD
C -0.536 -1.253 0.152
C -1.236 -0.061 0.494
C -0.451 1.054 0.419
C 0.651 0.581 -0.532
C 0.977 -0.829 -0.097
H -0.788 -2.333 0.041
H -2.328 0.067 0.640
H -0.108 1.395 1.367
H -0.814 2.040 0.017
H 1.506 1.189 -0.765
H -0.032 0.400 -1.426
H 1.709 -0.861 0.637
H 1.449 -1.388 -0.947
```

[4]
C5H8 | ωB97M-V/def2-TZVPD

gap between HOMO and LUMO (alpha / beta)	9.5 / 8.8	eV
spin multiplicity	2
LUMO level (alpha / beta)	-5.258 / -7.924	eV
net charge	+1
largest force on an atom	0.98	eV/Å

Structure (XYZ):
```
13
C5H8, DFT ωB97M-V/def2-TZVPD
C 1.250 2.054 0.314
C 0.461 1.062 -0.384
C -0.012 -0.087 0.254
C -0.764 -1.065 -0.401
C -1.176 -2.198 0.251
H 1.246 1.923 1.397
H 0.995 3.079 0.055
H 2.300 1.969 -0.007
H 0.205 1.135 -1.443
H 0.173 -0.242 1.312
H -0.998 -0.937 -1.453
H -1.753 -2.975 -0.245
H -0.957 -2.377 1.295
```

[5]
C5H8AgLiO6 | ωB97M-V/def2-TZVPD

gap between HOMO and LUMO	7.4	eV
LUMO level	-1.380	eV
largest force on an atom	5.01	eV/Å

Structure (XYZ):
```
21
C5H8AgLiO6, DFT ωB97M-V/def2-TZVPD
O 0.237 -0.410 0.413
C -1.226 0.192 0.148
O -1.277 1.148 -0.697
O -1.888 0.373 1.360
C -1.486 1.535 2.053
H -0.412 1.499 2.293
H -1.698 2.445 1.472
H -2.060 1.565 2.986
C 1.306 0.400 -0.035
H 1.392 0.533 -1.127
H 1.151 1.451 0.241
C 2.643 -0.165 0.388
H 2.675 -0.313 1.476
H 2.846 -1.060 -0.218
H 3.437 0.525 0.070
Ag -0.681 0.650 -2.839
Li -0.613 -3.035 -3.091
O -1.171 -3.112 -1.218
O -1.849 -1.034 -0.338
O -0.392 -1.304 -2.170
C -0.934 -1.883 -1.168
```

[6]
C5H8AsCl16O2S | ωB97M-V/def2-TZVPD

gap between HOMO and LUMO	6.0	eV
LUMO level	1.839	eV
net charge	-1
largest force on an atom	1.68	eV/Å

Structure (XYZ):
```
33
C5H8AsCl16O2S, DFT ωB97M-V/def2-TZVPD
O 3.179 -0.786 1.384
S 2.519 -1.098 0.108
O 3.420 -1.288 -1.033
C 1.243 0.089 -0.246
As -0.569 -0.950 -0.299
H 1.850 -2.278 0.260
H 1.249 0.801 0.581
H 1.471 0.607 -1.177
H -0.898 -0.366 -1.730
H -1.288 0.259 0.431
H -0.154 -1.552 1.130
H 0.214 -2.143 -1.041
H -1.879 -1.808 -0.277
C -4.697 -1.558 -2.231
Cl -3.325 -1.052 -3.209
Cl -4.136 -2.239 -0.707
Cl -5.733 -0.154 -1.911
Cl -5.631 -2.779 -3.125
C 4.205 -1.066 4.746
Cl 4.982 0.302 3.926
Cl 4.913 -1.246 6.365
Cl 2.468 -0.797 4.893
Cl 4.477 -2.542 3.823
C 1.905 3.799 5.075
Cl 3.180 2.588 4.947
Cl 2.529 5.246 5.890
Cl 1.341 4.234 3.458
Cl 0.555 3.138 6.010
C -3.480 0.928 -7.206
Cl -1.769 0.659 -6.860
Cl -4.442 0.416 -5.821
Cl -3.754 2.649 -7.521
Cl -3.946 -0.010 -8.635
```

[7]
C5H8BF2InNO5 | ωB97M-V/def2-TZVPD

gap between HOMO and LUMO	3.2	eV
LUMO level	-18.932	eV
net charge	+3
largest force on an atom	4.62	eV/Å

Structure (XYZ):
```
23
C5H8BF2InNO5, DFT ωB97M-V/def2-TZVPD
C 2.200 -1.414 0.094
C 2.590 0.100 -0.314
O 3.654 0.229 -0.762
N 1.657 1.294 -0.165
C 1.408 1.662 1.243
C 0.461 1.055 -0.960
O 0.644 0.771 -2.116
O -0.877 1.185 -0.532
C -1.680 0.060 -0.793
F -0.922 -1.160 -0.438
F -2.123 0.018 -2.081
B -3.057 0.058 0.165
O -4.098 -0.768 -0.287
O -3.168 0.834 1.294
H 1.865 -2.062 -0.797
H 3.099 -1.861 0.605
H 1.357 -1.396 0.845
H 1.988 2.634 1.437
H 0.346 1.874 1.514
H 1.911 0.904 1.927
H -3.668 -1.551 -0.691
H -3.761 0.331 1.902
In 0.174 -2.795 -1.091
```

[8]
C5H8BF6N3O9S2 | ωB97M-V/def2-TZVPD

gap between HOMO and LUMO	6.9	eV
LUMO level	-2.119	eV
largest force on an atom	6.70	eV/Å

Structure (XYZ):
```
34
C5H8BF6N3O9S2, DFT ωB97M-V/def2-TZVPD
O 4.381 -1.654 0.490
C 3.898 -0.674 1.096
F 4.724 0.413 1.500
N 2.464 -0.575 1.483
C 1.728 -0.471 0.220
O 2.292 0.157 -0.722
N 0.355 -0.992 -0.044
C -0.565 -0.986 1.159
O -1.457 0.147 0.993
C -2.804 -0.275 0.788
F -3.523 0.889 0.367
F -2.973 -1.235 -0.242
F -3.360 -0.661 2.039
C 0.375 -2.338 -0.777
B 1.081 -3.535 0.070
O 1.129 -3.662 1.510
O 1.691 -4.615 -0.696
H 2.244 -1.434 2.014
H -0.083 -0.325 -0.733
H -1.167 -1.966 1.279
H -0.028 -0.827 2.159
H 1.042 -2.150 -1.710
H -0.662 -2.616 -1.202
H 0.190 -3.728 1.831
H 1.384 -5.423 -0.201
N -2.250 4.336 -1.078
S -1.082 3.419 -0.567
O 0.069 4.072 0.014
O -0.819 2.193 -1.300
F -1.775 2.826 0.749
S -1.841 5.138 -2.369
O -2.746 6.221 -2.687
O -1.372 4.388 -3.513
F -0.540 5.941 -1.921
```

Number 1: DFT total energy -195.1677 a.u.. Number 2: DFT total energy -195.1376 a.u.. Number 3: DFT total energy -195.2337 a.u.. Number 4: DFT total energy -194.9652 a.u.. Number 5: DFT total energy -801.2430 a.u.. Number 6: DFT total energy -10342.6004 a.u.. Number 7: DFT total energy -1039.5394 a.u.. Number 8: DFT total energy -2457.1124 a.u..